H21O11Zr as an isolated structure, computed with the ωB97M-V functional and the def2-TZVPD basis.

Structure (XYZ):
```
33
Properties=species:S:1:pos:R:3
Zr -11.9480 6.1170 6.7620
O -13.5970 5.0260 7.1230
H -13.9270 4.2540 7.6920
O -12.5130 5.1600 4.6290
H -13.0700 4.5460 4.1000
H -11.9720 5.5850 3.9210
O -12.8930 7.1570 8.5640
H -12.9790 8.0860 8.8180
H -13.5300 6.6510 9.0290
O -10.9490 4.2060 6.5270
H -10.2670 3.8480 7.0910
H -11.4610 3.4160 6.2430
O -15.4720 3.8450 5.5950
H -14.6850 4.2160 6.0430
H -15.1380 3.9710 4.7280
O -12.1680 4.0160 9.3500
H -11.9250 4.4540 10.1530
H -11.5750 3.2980 9.2190
O -14.8780 3.0690 8.7750
H -14.0700 2.7930 9.1390
H -15.0140 2.2850 8.2080
O -13.2090 7.5140 5.7720
H -14.0690 7.1810 5.4200
H -13.3650 8.4690 6.0510
O -12.8150 2.2670 5.6320
H -13.7080 2.1890 5.5440
H -12.4690 2.2190 4.7280
O -14.6430 5.6210 10.0530
H -14.6220 4.7760 9.5980
H -14.8220 5.3980 10.9480
O -16.9220 6.1360 6.6070
H -17.4270 5.8150 7.3410
H -16.3290 5.4310 6.3110
```

Properties
multiplicity: 1
charge: +3
HOMO-LUMO gap: 5.042 eV
LUMO level: -14.0 eV
HOMO energy: -19.018 eV
largest force on an atom: 7.97 eV/A
total energy: -886.2174 Ha

H22HeO11 as an isolated structure, computed with the ωB97M-V functional and the def2-TZVPD basis.

Structure (XYZ):
```
34
Properties=species:S:1:pos:R:3
He -0.0226 0.0122 0.3149
O 1.1891 1.2014 -3.4171
H 0.7158 1.9333 -3.0215
H 1.3520 1.4800 -4.3183
O -3.5680 2.2337 -0.6376
H -3.0070 1.4604 -0.6953
H -4.1961 2.0235 0.0534
O -2.2849 -0.3805 -0.6990
H -2.3756 -1.3186 -0.5319
H -1.3986 -0.2833 -1.0472
O 1.7716 2.2436 0.3516
H 1.7178 2.9120 1.0346
H 2.2010 1.5008 0.7761
O -2.4743 0.7362 1.8179
H -2.2347 1.6607 1.7540
H -2.2253 0.3647 0.9716
O 0.1718 3.0339 -1.7593
H 0.7501 2.7889 -1.0370
H 0.0759 3.9828 -1.6788
O 2.4346 -0.1813 1.8361
H 1.7757 -0.1679 2.5303
H 2.1793 -0.9150 1.2770
O -0.0693 -4.5774 0.0409
H 0.3409 -4.8780 -0.7701
H 0.3980 -3.7718 0.2619
O 2.2499 -2.8793 1.1944
H 3.0942 -2.6640 0.7981
H 2.3690 -2.6971 2.1266
O 0.0926 -0.9785 -2.1936
H 0.6682 -1.7422 -2.2358
H 0.5726 -0.2905 -2.6545
O -0.5477 -0.9430 3.2267
H -1.1609 -0.7200 2.5263
H -0.5553 -0.1798 3.8044
```

Properties
multiplicity: 1
charge: 0
HOMO-LUMO gap: 10.907 eV
LUMO level: 0.2 eV
HOMO energy: -10.753 eV
largest force on an atom: 1.05 eV/A
total energy: -843.7450 Ha